Entry 1:
A 10-piece molecular cluster, C62H51BrF9N2O3PS2 overall in a non-equilibrium geometry. Source: the OMol25 dataset; level of theory: ωB97M-V with the def2-TZVPD basis set.

Calculated values
SMILES   O=C(Br)Cc1ccc(P(O)(O)=S)c2nsnc12.Fc1ccccc1.Fc1ccccc1.Fc1ccccc1.Fc1ccccc1.Fc1ccccc1.Fc1ccccc1.Fc1ccccc1.Fc1ccccc1.Fc1ccccc1
Highest occupied orbital energy   -8.856 eV
HOMO-LUMO gap   7.09 eV
Max |F|   0.072 Eh/bohr

```
! wB97M-V def2-TZVPD RIJCOSX def2/J DEFGRID3
* xyz 0 1
O 9.838 2.947 2.871
C 8.911 3.701 2.844
Br 8.222 4.214 1.049
C 8.244 4.300 4.144
C 6.681 4.244 3.928
C 5.899 5.421 4.282
C 4.391 5.378 4.082
C 3.708 4.200 3.521
P 1.867 4.338 3.291
O 1.575 5.944 2.841
O 0.989 4.115 4.686
S 1.310 3.232 1.799
C 4.453 2.943 3.150
N 4.027 1.744 2.652
S 5.397 0.774 2.488
N 6.555 1.846 2.994
C 5.966 3.039 3.371
H 8.555 3.744 5.076
H 8.553 5.388 4.191
H 6.453 6.306 4.674
H 3.830 6.301 4.379
H 2.379 6.161 2.319
H 0.864 3.167 4.886
F 4.423 -2.046 1.579
C 3.346 -2.132 0.770
C 2.869 -3.381 0.414
C 1.757 -3.474 -0.413
C 1.142 -2.319 -0.882
C 1.635 -1.070 -0.521
C 2.741 -0.974 0.315
H 3.366 -4.270 0.783
H 1.369 -4.447 -0.692
H 0.278 -2.394 -1.531
H 1.158 -0.170 -0.891
H 3.132 -0.009 0.615
F -0.410 -4.099 -3.060
C -0.759 -3.574 -4.250
C -2.080 -3.631 -4.654
C -2.442 -3.083 -5.879
C -1.475 -2.497 -6.688
C -0.149 -2.452 -6.273
C 0.211 -2.988 -5.043
H -2.817 -4.099 -4.013
H -3.475 -3.114 -6.202
H -1.758 -2.073 -7.645
H 0.603 -1.998 -6.907
H 1.238 -2.953 -4.698
F 15.949 0.940 3.688
C 14.641 0.860 3.989
C 14.228 0.007 4.997
C 12.876 -0.071 5.310
C 11.954 0.696 4.606
C 12.381 1.546 3.593
C 13.734 1.633 3.285
H 14.960 -0.589 5.528
H 12.542 -0.731 6.103
H 10.899 0.631 4.849
H 11.662 2.139 3.043
H 14.087 2.296 2.505
F -0.999 1.142 -1.119
C -2.148 1.444 -0.486
C -3.309 1.591 -1.223
C -4.497 1.898 -0.570
C -4.505 2.066 0.811
C -3.327 1.920 1.537
C -2.145 1.601 0.887
H -3.281 1.466 -2.299
H -5.414 2.008 -1.136
H -5.429 2.311 1.321
H -3.331 2.055 2.612
H -1.223 1.476 1.441
F -4.912 1.930 -5.713
C -4.550 3.142 -5.258
C -3.206 3.447 -5.137
C -2.830 4.701 -4.672
C -3.803 5.631 -4.323
C -5.150 5.311 -4.444
C -5.527 4.061 -4.920
H -2.462 2.707 -5.406
H -1.780 4.952 -4.581
H -3.509 6.608 -3.956
H -5.908 6.035 -4.168
H -6.572 3.797 -5.029
F -6.007 -8.298 -2.724
C -5.052 -7.639 -2.046
C -3.952 -7.149 -2.727
C -2.967 -6.463 -2.026
C -3.090 -6.285 -0.652
C -4.198 -6.787 0.021
C -5.187 -7.463 -0.681
H -3.870 -7.304 -3.796
H -2.105 -6.068 -2.550
H -2.319 -5.754 -0.106
H -4.291 -6.652 1.092
H -6.062 -7.854 -0.174
F -4.975 1.275 5.537
C -4.602 2.485 5.986
C -3.253 2.785 6.093
C -2.868 4.038 6.553
C -3.833 4.972 6.911
C -5.183 4.658 6.804
C -5.571 3.409 6.334
H -2.515 2.041 5.817
H -1.816 4.286 6.633
H -3.531 5.948 7.274
H -5.934 5.385 7.088
H -6.618 3.150 6.236
F -0.534 0.157 -9.166
C -0.177 1.372 -8.717
C 1.167 1.676 -8.594
C 1.541 2.931 -8.133
C 0.568 3.861 -7.789
C -0.779 3.542 -7.912
C -1.156 2.291 -8.385
H 1.911 0.935 -8.858
H 2.591 3.183 -8.039
H 0.861 4.839 -7.423
H -1.536 4.268 -7.638
H -2.201 2.027 -8.495
F -7.381 -6.469 1.866
C -8.069 -7.591 2.134
C -7.814 -8.281 3.307
C -8.529 -9.439 3.585
C -9.482 -9.900 2.683
C -9.725 -9.201 1.507
C -9.019 -8.037 1.232
H -7.062 -7.911 3.993
H -8.342 -9.982 4.504
H -10.036 -10.806 2.900
H -10.465 -9.563 0.803
H -9.201 -7.475 0.324
*
```

Here are the Mulliken charges for atoms 1 to 5, given in e:
1. O -0.406
2. C 0.078
3. Br -0.172
4. C -0.327
5. C 0.251

Entry 2:
A 8-piece molecular cluster, C62H51F8NO6 overall in a non-equilibrium geometry. Source: the OMol25 dataset; level of theory: ωB97M-V with the def2-TZVPD basis set.

Calculated values
SMILES   C#Cc1c(C)c2c(c(C(=O)NC(=O)F)c1CCCOC(C)=O)C(=O)C=CC2=O.Fc1ccccc1.Fc1ccccc1.Fc1ccccc1.Fc1ccccc1.Fc1ccccc1.Fc1ccccc1.Fc1ccccc1
Energy above the lowest of the compared OMol25 structures with the same formula, charge and spin   4.315 eV
Highest occupied orbital energy   -8.858 eV
HOMO-LUMO gap   7.83 eV
Max |F|   0.064 Eh/bohr

```
! wB97M-V def2-TZVPD RIJCOSX def2/J DEFGRID3
* xyz 0 1
C -0.012 -1.869 2.544
C 0.879 -1.302 1.922
C 1.682 -0.173 1.219
C 2.923 0.340 1.900
C 3.412 -0.251 3.271
C 3.652 1.447 1.179
C 3.190 1.975 -0.164
C 1.967 1.423 -0.860
C 1.532 1.952 -2.273
O 2.439 2.169 -3.058
N 0.139 2.212 -2.664
C -0.273 1.456 -3.801
O 0.383 0.685 -4.438
F -1.611 1.652 -4.221
C 1.197 0.340 -0.127
C -0.112 -0.323 -0.685
C 0.064 -1.817 -1.197
C 0.939 -1.968 -2.513
O 2.282 -1.448 -2.402
C 3.220 -2.444 -2.102
C 3.639 -2.832 -0.611
O 3.800 -3.039 -2.995
C 4.082 3.136 -0.766
O 3.657 4.085 -1.397
C 5.632 3.011 -0.446
C 6.060 2.521 0.777
C 4.957 2.063 1.824
O 5.140 2.177 3.025
H -0.828 -2.309 3.173
H 2.892 -1.223 3.545
H 3.316 0.504 4.101
H 4.507 -0.535 3.123
H -0.075 3.212 -2.747
H -0.638 0.265 -1.488
H -0.840 -0.370 0.192
H -0.983 -2.180 -1.478
H 0.396 -2.529 -0.369
H 0.345 -1.497 -3.360
H 1.016 -3.071 -2.769
H 3.140 -3.803 -0.305
H 3.426 -2.001 0.122
H 4.753 -3.014 -0.594
H 6.426 3.320 -1.181
H 7.154 2.421 1.035
F 1.768 -8.721 -6.717
C 2.347 -7.659 -6.128
C 1.594 -6.853 -5.292
C 2.193 -5.758 -4.680
C 3.534 -5.476 -4.919
C 4.278 -6.291 -5.766
C 3.683 -7.393 -6.370
H 0.549 -7.083 -5.124
H 1.616 -5.124 -4.017
H 3.999 -4.619 -4.444
H 5.322 -6.069 -5.955
H 4.249 -8.044 -7.025
F -2.720 -2.516 1.939
C -3.878 -2.796 2.568
C -4.293 -4.112 2.670
C -5.485 -4.401 3.323
C -6.252 -3.371 3.857
C -5.825 -2.052 3.744
C -4.628 -1.763 3.101
H -3.687 -4.900 2.240
H -5.817 -5.429 3.416
H -7.183 -3.597 4.363
H -6.425 -1.249 4.158
H -4.276 -0.742 3.011
F -1.305 2.122 0.441
C -2.584 2.451 0.690
C -3.070 3.668 0.245
C -4.395 4.006 0.497
C -5.213 3.126 1.200
C -4.710 1.909 1.645
C -3.389 1.565 1.384
H -2.415 4.343 -0.294
H -4.789 4.953 0.147
H -6.243 3.391 1.400
H -5.348 1.226 2.196
H -2.982 0.617 1.716
F -8.042 -6.491 4.368
C -7.539 -7.734 4.294
C -6.981 -8.310 5.423
C -6.465 -9.598 5.347
C -6.502 -10.291 4.141
C -7.060 -9.700 3.013
C -7.587 -8.417 3.090
H -6.953 -7.752 6.351
H -6.033 -10.061 6.226
H -6.095 -11.294 4.082
H -7.085 -10.239 2.073
H -8.033 -7.944 2.224
F -0.694 5.556 -2.270
C -0.595 6.125 -3.489
C 0.658 6.391 -4.012
C 0.760 6.972 -5.270
C -0.391 7.290 -5.983
C -1.644 7.022 -5.444
C -1.748 6.431 -4.191
H 1.543 6.143 -3.437
H 1.736 7.178 -5.693
H -0.310 7.748 -6.963
H -2.540 7.274 -5.999
H -2.715 6.207 -3.758
F 8.636 0.818 0.536
C 9.830 1.244 0.083
C 10.862 1.448 0.982
C 12.096 1.884 0.514
C 12.279 2.120 -0.845
C 11.231 1.916 -1.737
C 10.000 1.470 -1.271
H 10.699 1.267 2.037
H 12.915 2.039 1.207
H 13.241 2.464 -1.209
H 11.373 2.104 -2.795
H 9.176 1.297 -1.952
F -6.942 5.194 2.579
C -6.352 6.248 3.170
C -7.094 7.056 4.013
C -6.482 8.142 4.628
C -5.140 8.414 4.383
C -4.407 7.597 3.529
C -5.014 6.504 2.923
H -8.140 6.834 4.185
H -7.052 8.777 5.296
H -4.666 9.264 4.859
H -3.362 7.812 3.336
H -4.456 5.853 2.262
*
```

Here are the Mulliken charges for atoms 1 to 5, given in e:
1. C 0.084
2. C -1.407
3. C 0.716
4. C 0.259
5. C -1.392